Entry from the OMol25 dataset: C9H21AuCl2O2P2 as an isolated structure in a non-equilibrium geometry (the ωB97M-V functional and the def2-TZVPD basis).

Values from the calculation:
Lowest unoccupied orbital energy (spin up / spin down) = -9.5 / -11.4 eV
2S+1 = 3
<S²> = 2.0307
Net charge = +2
Calculated total energy = -61064.911 eV

Atoms and positions in Å:
O  -2.026  0.155  2.806
C  -0.767  1.589  -2.456
H  -3.009  -3.440  -0.116
H  -2.337  -2.762  1.406
H  0.660  3.435  -0.435
H  -0.227  2.905  2.322
H  1.433  3.407  2.770
C  1.632  2.998  -0.177
P  1.426  1.692  1.061
H  -1.453  2.408  -2.743
P  -0.999  -2.151  -0.500
H  0.770  1.850  3.369
C  0.790  2.551  2.528
H  -2.245  -1.362  -2.432
H  3.119  0.674  2.442
H  -3.233  -1.700  0.271
H  -1.860  -3.110  -2.547
C  3.127  1.204  1.484
Cl  1.238  -0.255  -1.849
H  -0.439  -4.483  -0.871
C  -1.178  0.977  -1.170
H  -0.788  0.801  -3.239
H  2.282  3.789  0.233
O  -2.247  0.979  -0.636
C  0.031  -3.640  -0.340
C  -2.552  -2.556  0.351
H  -0.583  -1.876  -2.852
C  -1.471  -2.121  -2.255
H  3.780  2.091  1.529
C  -1.239  0.031  1.991
H  3.487  0.520  0.705
H  0.164  -3.870  0.725
H  2.096  2.580  -1.080
H  0.270  1.966  -2.392
Au  0.140  -0.288  0.565
H  1.012  -3.421  -0.779
Cl  1.194  -1.567  2.310

Taken from the Löwdin analysis, the atomic charges in e are:
1 O 0.24
2 C -0.10
3 H 0.08
4 H 0.06
5 H 0.06
6 H 0.06
7 H 0.08
8 C -0.23
9 P 0.71
10 H 0.13
11 P 0.71
12 H 0.06
13 C -0.23
14 H 0.06
15 H 0.04
16 H 0.06
17 H 0.08
18 C -0.24
19 Cl 0.16
20 H 0.08
21 C -0.33
22 H 0.10
23 H 0.08
24 O 0.14
25 C -0.24
26 C -0.22
27 H 0.02
28 C -0.24
29 H 0.08
30 C -0.23
31 H 0.06
32 H 0.04
33 H 0.05
34 H 0.04
35 Au 0.49
36 H 0.06
37 Cl 0.22

Entry from the OMol25 dataset: a 15-piece molecular cluster, C60H145N15O10 overall in a non-equilibrium geometry (the ωB97M-V functional and the def2-TZVPD basis).

Values from the calculation:
Energy relative to the best compared isomer or geometry (same formula, charge and spin) = 0.00 kJ/mol
Lowest unoccupied orbital energy = 0.3 eV
2S+1 = 1
Net charge = 0
Calculated total energy = -107405.196 eV

Atoms and positions in Å:
H  -5.295  -2.078  2.481
H  0.930  -2.305  0.388
H  -2.098  9.047  0.885
C  7.698  -2.521  0.412
H  -5.514  -3.696  -0.111
H  3.969  -3.858  -3.481
H  -3.527  0.868  2.266
H  0.282  8.777  -0.629
H  7.370  -3.269  1.138
H  -4.704  -5.193  -1.899
H  1.555  -3.593  -6.098
H  0.013  4.036  0.662
C  -2.602  2.178  7.205
H  -5.530  -0.805  -2.247
C  -1.218  -5.228  -2.231
H  -2.111  -2.345  -3.041
C  2.839  -2.507  4.482
H  -1.200  4.780  4.418
C  -3.984  -4.432  2.999
O  -1.129  -0.024  4.777
H  -1.949  -4.307  1.407
H  5.198  -3.105  3.006
H  -4.114  -3.264  4.811
H  3.743  -1.735  -1.726
H  -7.226  -1.719  -4.186
H  -5.651  -2.223  -5.986
H  -6.202  0.789  -2.498
H  -4.015  -2.940  -2.329
H  -4.500  -1.806  0.959
C  -5.592  0.195  -1.816
H  4.010  4.075  -0.299
C  -0.715  1.311  0.821
C  -4.812  -4.856  -2.931
H  -5.777  -5.229  -3.290
N  0.514  -4.013  -3.520
H  1.304  1.045  3.379
H  0.470  -1.324  -1.607
H  -4.055  -5.302  -3.576
H  0.209  -4.425  -6.900
H  0.577  -4.315  -1.464
C  1.337  0.664  7.834
H  -0.173  3.524  3.695
H  3.207  -2.817  6.555
C  -5.919  -3.411  0.860
H  -3.684  2.082  7.297
C  0.511  -3.881  -6.004
H  3.004  6.129  1.094
H  0.354  6.463  1.123
H  2.720  -0.121  -5.711
C  -1.397  7.386  -0.874
C  -4.861  -2.595  1.622
O  5.684  -3.409  -1.297
H  4.174  -3.868  5.532
C  4.752  -3.805  2.294
N  -2.740  -0.773  3.360
N  6.638  -1.720  -0.127
H  -0.169  -2.358  4.726
H  3.972  0.975  0.898
C  5.933  1.779  0.899
H  8.503  3.266  1.453
N  -3.691  -3.346  2.073
C  -5.785  -2.965  -5.190
H  -0.671  1.921  1.722
H  4.349  -0.632  -0.508
H  -5.685  -3.522  4.033
N  2.493  -3.204  3.249
H  -3.121  1.177  3.961
H  1.331  1.873  0.728
H  -6.079  0.147  -0.846
H  -2.493  3.171  -1.736
H  0.530  0.476  5.463
H  -1.019  5.727  2.018
H  0.014  8.267  -2.286
C  -0.216  0.826  -5.619
H  1.955  -2.709  -4.245
H  2.940  -1.599  1.910
C  3.030  0.000  -4.677
H  -4.871  -4.848  4.896
H  8.284  -3.047  -0.346
H  -1.529  0.342  -7.746
H  -2.323  2.811  -3.464
C  7.629  3.564  0.872
H  -2.197  8.065  -1.172
H  -3.538  -2.004  -5.736
H  3.583  -4.908  3.712
H  -1.385  1.870  4.993
H  -1.542  4.340  -0.075
H  3.659  -1.777  4.345
N  4.087  1.686  -3.279
H  5.050  0.301  2.148
H  -0.784  -5.027  -4.749
O  6.419  1.222  -0.074
H  -3.018  -4.857  3.288
H  4.330  1.892  2.369
C  -2.393  -1.857  -3.969
C  0.245  -4.857  -2.352
H  1.954  -1.921  4.748
N  1.472  0.837  5.429
H  -5.684  -3.963  -5.643
H  -7.439  -3.475  -3.857
H  -3.341  7.555  2.475
H  -0.592  8.557  1.621
C  4.643  -1.253  -1.355
H  1.414  5.894  3.513
H  3.068  -4.966  -4.450
C  -3.519  0.439  3.269
H  2.887  -4.926  2.150
H  3.426  1.400  -2.563
C  -4.186  0.738  -1.653
H  -0.110  -2.982  -5.948
H  -1.490  -2.880  -0.501
H  -0.012  0.103  -2.505
C  4.746  1.212  1.629
H  -1.756  -3.056  4.476
H  -1.813  -1.855  0.895
H  5.379  2.600  -1.949
H  3.196  5.958  3.489
H  -1.522  -1.606  -4.573
H  4.700  3.702  -3.172
C  1.041  0.567  -0.793
H  0.941  -3.828  1.285
H  -7.916  -2.801  -5.382
H  -1.354  1.822  0.103
C  -2.353  7.954  2.707
C  -2.642  2.070  -8.259
H  -3.353  2.663  -7.690
H  -1.737  1.658  -2.278
C  -0.583  4.802  0.162
H  -0.009  -0.064  -6.214
N  -1.846  1.230  -7.402
H  -2.987  -3.585  -5.166
H  -1.902  -4.378  -2.253
H  -4.463  2.045  -3.211
H  8.427  -1.878  0.911
H  -2.841  -0.890  -3.700
H  -4.551  0.222  3.558
H  0.736  7.161  -1.152
O  -2.576  4.430  6.414
C  1.556  -2.976  0.977
H  3.057  -5.152  -2.702
N  -3.826  1.717  -2.507
H  -2.238  2.481  8.187
H  5.431  -4.660  2.244
N  -1.537  2.860  5.141
H  -2.180  1.204  6.951
H  -1.595  6.485  -1.465
H  2.922  5.200  -1.064
O  -3.470  0.337  -0.747
C  2.314  4.522  2.112
H  1.160  -0.410  7.890
C  -2.267  -2.572  0.204
H  -1.515  -5.927  -3.012
C  -2.801  -3.750  1.002
C  -0.662  6.031  1.037
H  1.931  -2.895  -2.492
H  2.404  4.604  4.236
H  -1.105  0.323  1.051
C  -7.157  -2.726  -4.598
N  2.788  5.151  1.020
H  -1.421  -5.701  -1.264
H  -2.035  2.742  -8.871
C  2.324  5.305  3.407
H  -3.050  -1.592  2.843
C  2.997  4.480  -0.250
C  -2.526  2.379  -2.485
H  2.539  2.075  4.169
C  -2.248  3.265  6.217
H  -3.039  -2.093  -0.392
C  -4.823  -3.322  -2.958
H  3.554  -0.909  -4.368
H  -6.317  -4.253  1.418
H  1.372  -1.603  2.653
H  -1.840  3.645  3.204
H  -0.807  -2.588  3.073
H  7.546  4.650  0.831
H  2.140  0.081  -4.049
H  -0.699  0.520  -4.691
H  -3.253  -4.469  0.288
C  3.030  -4.415  -3.502
C  0.046  -0.328  -1.500
H  6.535  -0.752  0.146
C  -3.400  -2.615  -4.835
H  7.785  3.257  -0.160
C  2.076  1.095  4.147
H  -0.958  -0.347  -1.083
H  -1.829  7.236  3.335
N  0.648  1.268  0.285
C  5.694  -2.237  -0.947
H  2.301  3.663  -0.415
H  6.048  3.291  2.255
H  5.952  2.528  -3.624
N  -1.578  7.041  0.527
H  -4.539  -5.246  2.505
H  2.824  0.345  3.870
N  6.432  2.939  1.396
H  2.354  -3.385  0.354
C  3.965  1.182  -4.525
C  -1.619  8.207  1.391
C  -4.723  -3.979  4.254
C  2.124  1.040  6.598
C  1.860  -3.437  -3.440
O  1.908  3.366  2.077
C  3.191  -3.406  5.635
H  0.695  1.394  -5.470
C  -1.214  1.742  -6.310
H  4.681  -3.385  1.293
C  -1.657  -0.933  4.128
H  -5.753  -2.979  -2.498
O  2.189  0.648  -1.246
C  2.111  -2.277  2.200
H  0.851  -5.776  -2.416
H  5.018  -0.540  -2.092
H  -6.755  -2.737  0.646
C  5.084  2.693  -2.991
O  -1.407  2.877  -5.918
C  -1.052  -2.310  4.099
H  2.461  -4.207  5.778
H  0.360  1.155  7.847
C  -0.034  7.934  -1.246
O  3.257  1.500  6.658
C  -1.175  3.749  4.074
O  4.576  1.633  -5.483
H  -0.101  4.998  -0.800
H  -2.454  8.891  3.253
H  1.883  1.001  8.711
C  0.265  -4.741  -4.766
H  0.917  -5.629  -4.841
N  -4.714  -2.677  -4.250
H  -3.231  1.448  -8.934
C  3.401  -4.264  2.853

Atom charges from the Löwdin analysis, given in e for atoms 1 to 99:
1 H 0.10
2 H 0.05
3 H 0.11
4 C -0.08
5 H 0.05
6 H 0.07
7 H 0.08
8 H 0.07
9 H 0.07
10 H 0.06
11 H 0.06
12 H 0.04
13 C 0.00
14 H 0.05
15 C -0.09
16 H 0.04
17 C -0.28
18 H 0.08
19 C -0.26
20 O -0.02
21 H 0.11
22 H 0.08
23 H 0.07
24 H 0.06
25 H 0.07
26 H 0.11
27 H 0.08
28 H 0.08
29 H 0.09
30 C 0.02
31 H 0.07
32 C -0.06
33 C -0.07
34 H 0.07
35 N -0.18
36 H 0.07
37 H 0.07
38 H 0.07
39 H 0.07
40 H 0.10
41 C 0.01
42 H 0.07
43 H 0.07
44 C -0.05
45 H 0.08
46 C -0.08
47 H 0.14
48 H 0.10
49 H 0.08
50 C -0.26
51 C -0.24
52 O 0.03
53 H 0.07
54 C -0.07
55 N 0.05
56 N 0.02
57 H 0.07
58 H 0.07
59 C -0.53
60 H 0.09
61 N -0.22
62 C -0.26
63 H 0.07
64 H 0.05
65 H 0.07
66 N -0.18
67 H 0.07
68 H 0.09
69 H 0.08
70 H 0.07
71 H 0.07
72 H 0.09
73 H 0.08
74 C 0.01
75 H 0.08
76 H 0.11
77 C -0.01
78 H 0.08
79 H 0.09
80 H 0.12
81 H 0.08
82 C -0.07
83 H 0.11
84 H 0.11
85 H 0.10
86 H 0.06
87 H 0.07
88 H 0.11
89 N 0.02
90 H 0.09
91 H 0.09
92 O 0.02
93 H 0.11
94 H 0.06
95 C -0.07
96 C -0.25
97 H 0.09
98 N 0.02
99 H 0.12

Entry from the OMol25 dataset: C4H6O2 as an isolated structure (the ωB97M-V functional and the def2-TZVPD basis).

Values from the calculation:
Energy relative to the best compared isomer or geometry (same formula, charge and spin) = 635.70 kJ/mol
Lowest unoccupied orbital energy = 0.7 eV
2S+1 = 1
Net charge = 0
Calculated total energy = -8333.873 eV

Atoms and positions in Å:
O  1.412  -0.357  1.243
H  -1.185  1.553  -0.492
C  -0.450  -0.489  -0.161
C  1.309  0.177  0.059
H  -1.064  1.028  1.225
H  0.315  -0.963  1.056
H  1.483  1.236  -0.117
C  -1.288  0.715  0.204
C  0.882  -0.815  -0.869
O  -0.291  -0.634  -1.585
H  1.210  -1.843  -0.745
H  -2.334  0.390  0.181

Taken from the Löwdin analysis, the atomic charges in e are:
1 O -0.05
2 H 0.09
3 C -0.25
4 C -0.25
5 H 0.09
6 H 0.20
7 H 0.16
8 C -0.05
9 C -0.20
10 O 0.03
11 H 0.16
12 H 0.09

Entry from the OMol25 dataset: a 2-piece molecular cluster, C2H9N overall in a non-equilibrium geometry (the ωB97M-V functional and the def2-TZVPD basis).

Values from the calculation:
Energy relative to the best compared isomer or geometry (same formula, charge and spin) = 78.30 kJ/mol
Lowest unoccupied orbital energy = 1.1 eV
SMILES = CN.C
2S+1 = 1
Net charge = 0
Calculated total energy = -3709.245 eV

Atoms and positions in Å:
C  -0.846  2.006  0.396
H  -0.838  -1.027  -0.625
H  0.330  -1.165  -1.711
H  1.781  -0.819  0.392
C  0.988  -1.561  0.170
N  0.153  -0.886  -0.738
H  -1.278  3.033  0.596
H  -1.654  1.267  0.329
H  -0.107  1.642  1.109
H  1.435  -2.508  -0.324
H  0.410  -2.040  0.971
H  -0.375  2.059  -0.565

Taken from the Löwdin analysis, the atomic charges in e are:
1 C -0.07
2 H 0.06
3 H 0.07
4 H 0.07
5 C -0.23
6 N -0.10
7 H 0.04
8 H 0.01
9 H 0.01
10 H 0.09
11 H 0.07
12 H -0.01

Entry from the OMol25 dataset: C40H30Cl6EuF3N6O5S as an isolated structure in a non-equilibrium geometry (the ωB97M-V functional and the def2-TZVPD basis).

Values from the calculation:
Lowest unoccupied orbital energy (spin up / spin down) = -1.5 / -1.5 eV
2S+1 = 7
<S²> = 12.0228
Net charge = 0
Calculated total energy = -174595.408 eV

Atoms and positions in Å:
C  8.421  11.874  13.981
O  12.154  11.575  11.363
C  13.675  12.723  16.954
H  13.430  15.126  15.006
Cl  13.090  7.815  8.024
C  13.602  13.559  20.589
C  5.212  10.699  10.568
N  11.381  14.712  14.749
C  14.065  12.741  18.289
Cl  5.866  9.461  11.701
Cl  12.897  10.909  8.501
H  15.561  11.225  18.073
H  15.185  9.471  14.108
H  9.045  14.440  10.725
Eu  11.742  12.274  13.655
H  14.613  10.602  15.423
C  13.133  12.546  15.849
H  10.414  8.657  14.853
H  9.224  7.237  16.523
F  15.910  11.839  22.865
F  13.956  12.831  23.350
C  11.652  15.000  11.477
H  6.300  11.381  13.827
C  12.197  16.892  15.306
H  11.104  11.716  17.552
H  15.566  13.782  12.110
C  12.584  8.467  9.585
H  5.608  13.664  14.384
H  13.494  9.427  14.666
C  14.627  12.731  21.053
H  16.027  11.155  20.551
H  10.264  13.263  10.039
H  12.976  14.161  21.272
H  8.781  10.834  13.815
O  10.707  14.042  11.949
Cl  5.996  12.291  10.638
S  6.375  18.007  14.948
C  15.307  11.896  20.114
H  15.189  12.673  14.228
H  11.718  15.843  12.213
H  14.565  12.479  11.261
C  11.702  9.433  12.130
N  7.962  18.075  15.142
N  10.697  10.227  16.108
C  9.034  14.085  14.582
C  10.568  10.800  17.308
C  7.375  15.857  14.830
C  15.062  11.874  18.792
C  12.394  15.565  15.043
C  9.521  8.267  16.783
C  6.675  13.440  14.391
C  8.434  16.820  15.069
H  5.202  10.314  9.547
N  6.115  16.389  14.817
C  9.241  8.858  17.990
C  7.054  12.153  14.026
H  16.031  11.607  13.041
C  12.975  14.331  11.259
H  11.265  15.455  10.584
O  13.490  13.791  12.519
H  9.215  12.772  11.360
C  9.781  13.619  10.969
C  15.071  12.090  13.294
H  10.580  18.390  15.526
C  10.879  17.323  15.370
C  11.875  8.069  11.898
Cl  11.699  6.977  13.276
O  11.155  9.959  13.189
H  13.716  15.106  10.884
H  9.409  10.553  19.220
H  12.873  13.527  10.584
C  12.561  9.808  9.787
C  8.456  8.201  19.011
O  14.070  11.078  13.474
C  14.366  10.060  14.503
C  10.113  15.054  14.822
C  13.416  13.670  19.179
C  12.145  10.335  11.083
H  12.682  14.348  18.766
N  7.861  7.771  19.888
C  9.740  10.129  18.273
H  13.056  17.536  15.457
C  10.239  8.999  15.850
F  15.706  14.082  22.740
Cl  12.432  5.891  10.509
C  12.261  7.558  10.649
H  4.155  10.814  10.920
N  9.384  12.800  14.212
C  9.816  16.404  15.113
C  15.079  12.856  22.504
C  14.675  13.050  12.181
C  7.650  14.432  14.648

Taken from the Löwdin analysis, the atomic charges in e are:
1 C -0.10
2 O -0.23
3 C -0.20
4 H 0.12
5 Cl 0.60
6 C -0.01
7 C -0.99
8 N 0.04
9 C -0.27
10 Cl 0.50
11 Cl 0.66
12 H 0.12
13 H 0.09
14 H 0.11
15 Eu 2.02
16 H 0.06
17 C -0.12
18 H 0.03
19 H 0.13
20 F 0.12
21 F 0.07
22 C -0.17
23 H 0.08
24 C -0.04
25 H 0.09
26 H 0.16
27 C -0.69
28 H 0.13
29 H 0.08
30 C -0.12
31 H 0.13
32 H 0.11
33 H 0.13
34 H 0.12
35 O -0.31
36 Cl 0.52
37 S 1.01
38 C -0.03
39 H 0.11
40 H 0.14
41 H 0.12
42 C -0.43
43 N -0.24
44 N 0.05
45 C -0.11
46 C -0.09
47 C -0.28
48 C -0.04
49 C -0.12
50 C -0.01
51 C 0.02
52 C -0.29
53 H 0.03
54 N -0.20
55 C -0.24
56 C -0.06
57 H 0.14
58 C -0.16
59 H 0.13
60 O -0.25
61 H 0.07
62 C -0.09
63 C -0.20
64 H 0.13
65 C 0.03
66 C -0.58
67 Cl 0.66
68 O -0.27
69 H 0.16
70 H 0.11
71 H 0.08
72 C -0.63
73 C -0.18
74 O -0.33
75 C -0.04
76 C -0.18
77 C 0.00
78 C -0.39
79 H 0.10
80 N 0.16
81 C 0.01
82 H 0.12
83 C -0.13
84 F 0.09
85 Cl 0.67
86 C -0.76
87 H 0.04
88 N -0.01
89 C -0.08
90 C -0.47
91 C -0.18
92 C -0.07